The following is a quantum chemistry calculation of 4 unconnected molecules or ions with the total composition C34H47BBrClF13N4O6S in a non-equilibrium geometry, from the Open Molecules 2025 dataset.

The calculation puts the orbital gap at 6.87 eV. As for the net charge: -1. The value obtained for the HOMO energy is -5.3051 eV. The value obtained for the total energy is -183670.866 eV.

The geometry in XYZ format:
```
108
Properties=species:S:1:pos:R:3:forces:R:3:lowdin_charge:R:1
C 2.529693 -3.765355 0.603308 0.229 -0.240 -0.460 -0.041
C 1.762847 -3.130588 -0.569289 0.032 -0.256 0.435 -0.251
O 2.161502 -1.778684 -0.722825 -0.412 -0.545 0.004 -0.047
C 1.179266 -0.761095 -0.959308 0.031 1.396 -0.285 -0.425
N 0.426641 -0.886078 -2.223131 -0.117 -1.051 0.817 0.006
C -0.635065 -1.898446 -2.273392 0.211 0.033 -0.553 -0.038
C 1.293906 -0.903292 -3.366887 -0.175 0.774 -0.445 -0.421
C 2.147072 -2.103075 -3.649436 0.539 0.028 0.024 0.008
O 1.353016 0.061135 -4.088312 -0.243 -0.266 0.089 0.101
O 1.887413 0.397558 -1.083601 0.236 -0.653 -0.363 0.082
B 2.286618 0.910059 0.278119 0.392 -0.035 0.128 -0.751
C 3.759269 0.404531 0.808743 -0.133 0.195 0.243 -0.085
C 3.756715 0.066711 2.307358 0.476 -0.099 -0.159 -0.200
C 5.150533 -0.128363 2.926544 -0.223 -0.264 0.199 -0.227
O 6.110747 -0.575572 1.975022 -0.068 -0.158 -0.057 -0.200
C 7.041170 -1.480155 2.510424 -0.135 0.245 -0.151 -0.138
C 2.142120 2.543146 0.178417 -0.066 -0.349 0.151 -0.126
C 1.900450 3.305229 1.472357 -0.133 0.426 -0.584 -0.704
C 1.350849 4.706030 1.223999 0.232 -0.033 -0.159 -0.161
Cl 3.480370 3.555951 2.342052 -0.033 -0.153 0.264 0.597
O 1.231380 0.236483 1.124493 -0.282 0.064 -0.187 -0.045
C 0.286234 -0.429382 0.322284 0.792 0.391 0.643 -0.329
C -0.806539 0.603290 -0.030047 -0.415 -0.275 0.007 -0.039
C -2.245598 0.096498 -0.252307 0.117 0.311 -0.496 -0.057
C -3.268249 1.091089 0.257170 0.079 -0.251 -0.104 -0.424
F -2.919737 2.365055 -0.082550 -0.119 -0.183 0.186 0.122
F -3.390502 1.035692 1.612869 0.076 0.150 -0.203 0.125
C -4.675711 0.834894 -0.360944 0.031 0.001 0.051 -0.344
F -4.910244 -0.496583 -0.414682 0.025 0.166 0.033 0.149
F -4.676283 1.311096 -1.627259 -0.049 -0.078 0.094 0.151
C -5.844819 1.491409 0.441093 0.169 -0.133 -0.007 -0.384
F -5.469448 2.716051 0.832908 -0.012 0.142 0.047 0.164
F -6.086921 0.727998 1.514987 0.040 -0.070 0.100 0.151
C -7.138593 1.632423 -0.412808 -0.018 0.069 -0.042 -0.439
F -6.976195 2.634534 -1.262743 -0.002 0.314 -0.185 0.155
F -7.332685 0.520933 -1.111455 -0.087 -0.423 -0.015 0.150
S -8.749426 1.949163 0.571237 -0.289 0.200 -0.254 0.786
F -7.919167 2.554516 1.786507 -0.060 -0.023 0.133 -0.137
F -8.652612 0.491278 1.184697 0.036 -0.001 0.109 -0.129
F -9.615913 1.383527 -0.633664 0.013 0.030 0.089 -0.126
F -8.909632 3.406977 -0.030242 0.047 -0.020 0.156 -0.128
F -10.072304 2.177479 1.408569 0.158 -0.082 -0.160 -0.116
C -0.154388 -1.601562 1.224001 0.003 -0.224 -0.196 -0.098
C -0.989464 -1.227562 2.418844 -0.434 -0.047 0.097 -0.772
O -2.133540 -1.526433 2.556775 0.178 0.049 -0.045 0.022
Br -0.120711 -0.272640 3.874768 0.096 -0.019 -0.051 0.749
H 3.098875 -3.004174 1.135734 -0.187 0.062 0.141 0.079
H 1.860745 -4.307785 1.271646 0.020 0.156 0.160 0.074
H 3.248790 -4.499737 0.230590 0.008 0.042 0.043 0.048
H 1.960124 -3.713086 -1.474320 0.071 0.190 -0.141 0.102
H 0.698289 -3.227957 -0.380343 -0.030 0.090 -0.073 0.082
H -1.549709 -1.459133 -2.675749 -0.042 -0.005 0.053 0.081
H -0.384848 -2.734271 -2.936747 0.051 -0.071 0.087 0.086
H -0.843580 -2.321584 -1.297429 -0.099 0.129 0.035 0.069
H 1.656621 -3.063214 -3.515180 -0.056 0.014 -0.037 0.070
H 2.591047 -2.013697 -4.638943 -0.235 -0.073 -0.073 0.090
H 2.970629 -2.049240 -2.934558 -0.116 -0.073 0.076 0.072
H 4.518647 1.177527 0.647494 0.009 0.002 -0.126 0.092
H 4.102042 -0.487301 0.279864 -0.023 0.057 -0.174 0.083
H 3.200728 -0.860047 2.477859 -0.223 0.148 -0.071 0.094
H 3.267693 0.869789 2.862118 -0.129 -0.171 0.115 0.074
H 5.078103 -0.901526 3.705315 -0.012 0.108 0.105 0.104
H 5.497709 0.785394 3.424340 0.144 0.085 -0.197 0.115
H 6.542625 -2.360442 2.936979 0.018 0.007 0.064 0.080
H 7.654461 -1.006648 3.287652 0.079 -0.092 0.030 0.082
H 7.677921 -1.808194 1.688051 0.070 0.030 0.067 0.082
H 1.304360 2.763277 -0.497154 -0.081 0.022 0.092 0.100
H 3.034042 2.949133 -0.310148 -0.023 0.083 -0.021 0.102
H 1.232669 2.749179 2.131430 0.242 -0.065 0.200 0.094
H 0.373848 4.645880 0.740187 -0.070 -0.035 0.121 0.072
H 2.025737 5.215508 0.531047 -0.043 0.045 0.037 0.071
H 1.295135 5.298364 2.137876 -0.139 -0.045 0.017 0.058
H -0.794587 1.319794 0.791439 0.013 -0.078 0.117 0.134
H -0.487839 1.138890 -0.922427 0.103 0.033 0.099 0.134
H -2.452584 -0.873306 0.193241 -0.070 0.053 0.133 0.116
H -2.429659 0.004821 -1.325121 -0.014 -0.086 0.028 0.117
H 0.763611 -2.061691 1.587991 0.045 0.097 0.037 0.117
H -0.739628 -2.371411 0.718379 -0.151 0.116 0.017 0.109
N 5.185468 -3.589096 -2.436188 0.000 0.028 0.020 0.021
C 5.368435 -4.881008 -2.029647 -0.039 0.045 -0.004 -0.144
C 5.841900 -5.595295 -3.098554 0.009 -0.007 -0.026 -0.118
C 5.951614 -4.693707 -4.192885 0.002 -0.036 -0.009 -0.116
C 5.539273 -3.464523 -3.750888 -0.034 0.029 0.093 -0.144
H 4.842903 -2.842224 -1.854653 0.027 0.028 0.042 0.141
H 5.148252 -5.180995 -1.019751 0.018 -0.004 0.003 0.095
H 6.084368 -6.644839 -3.096301 0.004 -0.007 0.001 0.084
H 6.294138 -4.921212 -5.188407 0.003 -0.001 -0.008 0.085
H 5.468478 -2.516299 -4.255812 0.003 0.000 -0.010 0.105
N -9.031857 1.480816 4.682771 -0.002 -0.005 0.018 0.013
C -9.132240 2.008264 5.939738 -0.004 0.006 -0.033 -0.140
C -10.056978 1.271853 6.631085 -0.015 -0.012 0.004 -0.118
C -10.530582 0.257805 5.753913 -0.007 0.006 0.018 -0.115
C -9.877110 0.413865 4.560476 0.008 0.026 -0.023 -0.142
H -8.428649 1.825365 3.958893 0.032 -0.013 -0.011 0.118
H -8.539983 2.857317 6.233990 0.003 0.001 0.011 0.105
H -10.359304 1.439355 7.651140 0.001 -0.001 0.008 0.086
H -11.264590 -0.498828 5.974683 -0.001 -0.008 0.003 0.086
H -9.940803 -0.140470 3.640144 -0.003 -0.007 -0.003 0.101
N 3.742709 3.441410 -4.925412 0.023 0.008 -0.030 0.001
C 3.598636 2.108254 -4.655579 -0.034 0.029 -0.066 -0.120
C 4.844822 1.608848 -4.385185 0.034 -0.009 -0.035 -0.105
C 5.773076 2.682003 -4.495690 -0.005 -0.036 -0.003 -0.121
C 5.060719 3.802349 -4.829393 -0.042 0.002 -0.014 -0.158
H 2.989511 4.062306 -5.151768 -0.025 0.010 0.037 0.138
H 2.632293 1.627208 -4.672134 0.178 0.091 0.062 0.082
H 5.066312 0.587243 -4.124992 -0.007 0.003 0.032 0.081
H 6.838095 2.637241 -4.338918 0.002 0.001 0.013 0.083
H 5.375010 4.818017 -4.998455 0.008 0.003 0.008 0.096
```
Forces are in eV/Å.